[1]
The following is a quantum chemistry calculation of a molecular structure, C3H9N2, from the Open Molecules 2025 dataset.

The calculation puts the total energy at -228.8876 a.u. The HOMO energy is -13.729 eV. The calculation puts the maximum force at 0.07952 hartree/bohr. The energy above the lowest of the compared OMol25 structures with the same formula, charge and spin is 260.5 kJ/mol. As for the LUMO energy: -0.1568 Ha. As for the charge: +1. The calculation puts the orbital gap at 9.46 eV.

The geometry in XYZ format:
```
14
Properties=species:S:1:pos:R:3:forces:R:3
C -0.0140 1.1363 -0.8114 1.12 -2.88 2.68
C 0.6313 -1.1684 0.5494 -1.34 -1.38 1.04
C -0.4226 -0.1224 0.7144 1.49 2.45 -0.97
N 1.1471 1.0483 -1.3454 -0.09 1.15 -0.62
N -1.7483 -0.3315 0.7315 -0.81 0.41 -0.02
H -0.8239 1.6984 -1.1780 -0.59 1.06 -0.96
H 0.2392 -1.9986 1.2321 0.72 0.48 -1.41
H 0.7387 -1.4058 -0.5023 -0.10 -0.89 0.03
H 1.6078 -0.9449 0.9646 0.00 0.58 0.08
H -0.2481 0.5095 1.5484 0.87 0.99 0.43
H 1.4095 1.6480 -2.1819 0.01 -1.21 1.25
H 1.8501 0.4494 -0.8534 -0.52 0.81 -0.96
H -2.2465 0.5593 0.9665 -0.10 -1.99 -0.49
H -2.1202 -1.0775 0.1654 -0.64 0.41 -0.10
```
Positions in Å, forces in eV/Å.

[2]
The following is a quantum chemistry calculation of 2 unconnected molecules or ions with the total composition C3H9N2, from the Open Molecules 2025 dataset.

The calculation puts the total energy at -228.9485 a.u. The HOMO energy is -13.954 eV. The calculation puts the maximum force at 0.01407 hartree/bohr. The energy above the lowest of the compared OMol25 structures with the same formula, charge and spin is 100.6 kJ/mol. As for the LUMO energy: -0.1432 Ha. As for the charge: +1. The calculation puts the orbital gap at 10.06 eV.

The geometry in XYZ format:
```
14
Properties=species:S:1:pos:R:3:forces:R:3
C 1.5139 1.9929 -0.6874 -0.28 0.29 0.07
C 0.2231 2.2990 -0.6504 -0.01 0.09 0.36
H 1.9313 1.0390 -0.9721 -0.01 -0.19 -0.08
H 2.2231 2.7663 -0.4324 0.21 -0.05 -0.10
H -0.6117 1.6259 -0.8088 0.13 -0.14 -0.36
H -0.0706 3.3055 -0.3827 -0.03 0.01 0.03
N -1.4166 -2.4875 0.6691 0.68 0.23 0.05
C -0.6475 -1.4464 0.8945 -0.43 -0.08 -0.26
N 0.1822 -0.9362 0.0222 -0.51 -0.02 0.27
H -1.3608 -3.0002 -0.1992 -0.14 -0.10 0.04
H -1.9515 -2.8710 1.4261 -0.21 -0.17 0.08
H -0.7529 -0.9577 1.8521 0.07 0.08 0.10
H 0.4913 0.0252 0.1648 0.32 -0.21 -0.11
H 0.2467 -1.3548 -0.8957 0.21 0.24 -0.09
```
Positions in Å, forces in eV/Å.

[3]
The following is a quantum chemistry calculation of 2 unconnected molecules or ions with the total composition C3H9N2O, from the Open Molecules 2025 dataset.

The calculation puts the total energy at -304.3684 a.u. The HOMO energy is -2.897 eV. The calculation puts the maximum force at 0.06411 hartree/bohr. The energy above the lowest of the compared OMol25 structures with the same formula, charge and spin is 256.1 kJ/mol. As for the LUMO energy: 0.1610 Ha. As for the charge: -1. The calculation puts the orbital gap at 7.28 eV.

The geometry in XYZ format:
```
15
Properties=species:S:1:pos:R:3:forces:R:3
C -1.5778 -0.6211 -0.9397 -1.49 1.30 0.23
C -1.0356 0.2497 1.1822 -0.97 -0.32 -0.15
C 2.6002 0.8731 -0.3217 -1.32 -2.18 -2.09
N -0.9462 -0.8781 0.3223 0.96 -0.87 -0.01
N 2.1766 0.0601 0.5797 0.35 0.02 0.26
O 1.6952 -1.1090 0.2194 0.31 0.16 -0.17
H -1.2558 -1.3261 -1.6381 0.68 -1.23 -1.28
H -2.7596 -0.7348 -0.9767 2.01 0.44 0.53
H -1.3129 0.4115 -1.3624 -0.46 -0.91 0.39
H -0.1732 0.3525 1.7801 0.96 -0.23 1.08
H -1.0180 1.1085 0.5583 -0.36 1.60 -0.40
H -1.9451 0.1910 1.7658 -0.37 0.46 0.48
H 2.9547 1.7909 -0.0324 0.85 2.10 0.82
H 0.1323 -1.0444 0.2985 -1.40 -0.27 -0.91
H 2.4650 0.6764 -1.4353 0.24 -0.06 1.22
```
Positions in Å, forces in eV/Å.

[4]
The following is a quantum chemistry calculation of a gas-phase ion, C3H9N2O (charge -1), from the Open Molecules 2025 dataset.

The calculation puts the total energy at -304.4296 a.u. The HOMO energy is -2.446 eV. The calculation puts the maximum force at 0.03120 hartree/bohr. The energy above the lowest of the compared OMol25 structures with the same formula, charge and spin is 95.6 kJ/mol. As for the LUMO energy: 0.1641 Ha. As for the charge: -1. As for the SMILES: NCCNC[O-]. The calculation puts the orbital gap at 6.91 eV.

The geometry in XYZ format:
```
15
Properties=species:S:1:pos:R:3:forces:R:3
N -0.6741 2.1398 0.2553 0.14 -0.52 0.12
C -1.0524 0.7181 -0.0355 -0.34 0.42 0.59
C -0.0553 0.0206 -0.9372 -0.74 -0.07 -1.42
N 1.0840 -0.5340 -0.2690 0.59 0.67 0.57
C 0.7192 -1.5612 0.7691 0.17 -0.15 0.16
O -0.0916 -2.5122 0.3666 -0.38 -0.09 0.00
H 0.1252 2.3453 -0.3392 -0.10 0.09 0.04
H -0.2842 2.1556 1.1918 0.00 0.09 -0.02
H -1.1670 0.1897 0.9179 0.13 -0.01 -0.27
H -2.0581 0.7119 -0.4742 0.25 0.03 -0.24
H -0.5930 -0.6769 -1.6060 -0.08 -0.42 0.59
H 0.2304 0.7775 -1.6867 0.47 0.16 0.19
H 1.7443 -0.9215 -0.9302 -0.23 -0.18 -0.08
H 0.3688 -0.9164 1.6315 -0.17 -0.17 -0.09
H 1.7037 -1.9362 1.1458 0.29 0.13 -0.14
```
Positions in Å, forces in eV/Å.